60
Properties=species:S:1:pos:R:3:forces:R:3:nbo_charge:R:1 method="wB97M-V/def2-TZVPD" gap_ev="6.751 / 7.220" energy_ev=-57976.67779 e_homo_ev="-6.3 / -7.4" multiplicity=4
Tc 0.155198 0.094330 -0.214826 -1.386 1.368 0.778 0.614
Si -0.691832 -2.010110 -0.844609 -0.375 -1.152 0.257 0.704
P 1.136791 -0.046525 -2.237257 0.868 0.154 -1.423 1.241
N -1.052929 1.271505 -0.938223 0.058 0.622 -0.419 -0.654
H 2.172409 -0.125361 2.183930 1.059 0.311 -0.196 0.159
C 2.249747 1.390941 -2.402186 0.236 0.102 -0.102 -0.954
H 2.762414 1.334751 -3.371019 -0.095 0.130 0.132 0.219
H 2.980474 1.398090 -1.582777 -0.304 -0.068 -0.295 0.266
H 1.652859 2.309694 -2.339852 0.130 -0.210 -0.043 0.251
C 2.272636 -1.430765 -2.606078 -0.023 0.050 -0.084 -0.967
H 2.716128 -1.222753 -3.590001 0.009 -0.249 0.243 0.228
H 1.725108 -2.380738 -2.630055 0.140 0.203 -0.076 0.247
H 3.058849 -1.488696 -1.841627 -0.247 0.058 -0.224 0.251
C 0.155733 0.100429 -3.775153 0.040 -0.091 0.155 -0.958
H 0.834458 -0.065617 -4.624099 -0.293 0.065 0.142 0.228
H -0.278008 1.106532 -3.829487 0.096 -0.242 0.034 0.257
H -0.654947 -0.635911 -3.780096 0.214 0.143 -0.094 0.255
C 0.243092 -3.509820 -0.154786 -0.163 -0.060 -0.007 -1.093
H 0.340207 -3.436376 0.935425 0.061 -0.116 -0.244 0.226
H 1.237913 -3.596826 -0.611355 -0.173 -0.057 0.193 0.223
H -0.344707 -4.408794 -0.392650 0.268 0.115 0.089 0.234
H -2.081494 -2.145601 -0.313664 -0.143 0.005 0.048 -0.188
H -0.870255 -2.383447 -2.273351 0.048 0.173 -0.252 -0.197
C -2.025838 1.879621 -1.647262 -0.414 -0.335 -0.250 0.099
C -3.382383 3.853099 -2.099209 -0.063 -0.028 -0.193 -0.222
C -2.204249 3.299335 -1.626157 0.040 -0.766 0.159 -0.202
C -2.989047 1.093133 -2.363528 0.310 0.062 0.529 -0.298
C -4.172362 1.661387 -2.798583 -0.047 0.381 -0.199 -0.199
C -4.387479 3.044124 -2.654591 -0.098 -0.078 -0.075 -0.269
H -3.527339 4.936289 -2.041211 0.018 -0.382 -0.015 0.212
H -1.411212 3.882133 -1.163865 -0.244 0.053 -0.037 0.211
H -2.770096 0.022925 -2.478741 -0.238 0.393 0.090 0.216
H -4.932073 1.031217 -3.269559 0.228 0.253 0.110 0.211
H -5.325840 3.490852 -3.001567 0.415 -0.181 0.152 0.211
C 2.832448 0.177137 1.328579 -1.136 0.020 0.577 0.101
O 1.915257 0.669999 0.371407 0.827 -0.386 0.551 -0.818
C 3.773763 1.317527 1.717059 -0.165 -0.238 0.439 -0.623
H 4.711937 0.922862 2.107195 0.121 0.051 -0.036 0.201
H 3.333789 1.928239 2.510421 -0.013 0.078 -0.233 0.214
H 3.967418 1.944542 0.845611 0.050 -0.059 0.025 0.214
C 3.599017 -1.055442 0.874801 0.113 -0.017 0.266 -0.636
H 4.323230 -0.781509 0.105619 -0.016 -0.126 -0.160 0.201
H 2.950739 -1.869902 0.529008 -0.021 0.256 -0.076 0.208
H 4.159880 -1.439374 1.735540 0.017 0.016 -0.144 0.212
N -3.174768 0.804019 0.959130 -0.074 0.166 0.372 -0.763
C -2.279533 0.552235 1.921249 1.007 -0.637 -0.341 0.351
N -1.063889 0.014916 1.750414 -0.921 -0.117 0.051 -0.617
C -0.607628 -0.539742 2.968309 -0.851 0.075 0.033 0.219
C 0.407179 -1.486951 3.125286 -0.005 0.123 0.154 -0.259
C 0.641754 -2.037840 4.392420 -0.132 0.275 -0.305 -0.192
C -0.146791 -1.674872 5.487746 -0.238 0.283 -0.101 -0.226
C -1.194146 -0.755594 5.326165 0.258 -0.044 -0.065 -0.208
C -1.424385 -0.208719 4.070104 0.537 -0.237 0.216 -0.231
S -2.767362 0.818534 3.582221 0.439 -0.469 0.094 0.344
H -4.071956 1.190919 1.233560 0.380 -0.222 -0.277 0.409
H -3.098521 0.354850 0.054645 0.239 0.344 0.044 0.445
H 0.982925 -1.801210 2.251615 -0.183 0.098 0.327 0.230
H 1.448743 -2.760167 4.513122 -0.251 0.137 -0.019 0.219
H 0.031476 -2.121628 6.466902 -0.046 0.150 -0.302 0.221
H -1.842498 -0.475872 6.149942 0.132 -0.146 0.028 0.221